Run 1
Below is the molecule CH3ClO2S, with properties calculated with wB97M-V/def2-TZVPD.

Summary:
Frontier orbital gap (eV): 9.916
Molar mass (g mol⁻¹): 114.55

Structure (ORCA input):
```
! RIJCOSX wB97M-V def2-TZVPD def2/J DEFGRID3
* xyz 0 1
C 0.64868 0.34956 -0.38759
O -0.86947 -1.45794 0.51741
O 1.15191 -0.09586 0.72058
S -1.21948 -0.37671 -0.43372
Cl -2.19106 1.26234 0.50118
H 0.58256 1.33188 -0.49231
H 1.20132 -0.01424 -1.34849
H 0.69554 -0.99902 0.92292
*
```



Run 2
Below is a cluster of 2 separate species, CH3ClO2S in total, with properties calculated with wB97M-V/def2-TZVPD.

Summary:
Frontier orbital gap (alpha / beta) (eV): 7.867 / 8.148
Molar mass (g mol⁻¹): 114.55

Structure (ORCA input):
```
! RIJCOSX wB97M-V def2-TZVPD def2/J DEFGRID3
* xyz 0 1
C -0.93001 -0.06463 0.26262
O 1.94597 1.83387 0.17887
O -1.54009 -0.06050 -0.93001
S 1.44399 0.59479 -0.36534
Cl 2.38290 -1.06372 0.56259
H -1.42412 0.58651 0.88971
H -0.69539 -0.95807 0.76871
H -1.18325 -0.86826 -1.36715
*
```



Most stable pick: run 1. Distance to second place: 0.0399 hartree.



Run 1
Below is a cluster of 2 separate species, C17H19N in total, with properties calculated with wB97M-V/def2-TZVPD.

Summary:
Structure (SMILES): Cc1c[nH]c2ccccc12.CCc1ccccc1
Frontier orbital gap (eV): 8.921
Molar mass (g mol⁻¹): 237.35

Structure (ORCA input):
```
! RIJCOSX wB97M-V def2-TZVPD def2/J DEFGRID3
* xyz 0 1
C 2.58553 -1.40456 -2.11369
C 1.36495 -2.26939 -2.17437
C 1.24535 -3.52575 -2.65901
N -0.05531 -4.04811 -2.51123
C -0.76075 -3.10665 -1.71132
C -1.97756 -3.24782 -1.02405
C -2.28427 -2.13639 -0.27254
C -1.53823 -0.93908 -0.16117
C -0.31054 -0.89977 -0.78900
C 0.09909 -2.01093 -1.54846
H 3.34763 -1.90274 -2.70964
H 2.82146 -1.33621 -1.03965
H 2.35490 -0.37899 -2.39368
H 2.01317 -4.12407 -3.12380
H -0.06481 -4.93971 -2.03504
H -2.49951 -4.17979 -0.91832
H -3.18182 -2.10773 0.35568
H -1.88921 -0.03809 0.33166
H 0.14934 0.08096 -0.80019
C -1.49575 2.86525 3.99167
C -1.75670 2.87816 2.48818
C -0.42350 2.89533 1.70621
C 0.10571 4.03787 1.12257
C 1.40381 3.93758 0.66766
C 2.13447 2.74845 0.78155
C 1.50534 1.61348 1.28404
C 0.17223 1.63934 1.75496
H -1.01659 3.78303 4.31619
H -0.95819 1.98489 4.36474
H -2.48861 2.75732 4.45285
H -2.38798 2.10492 2.06417
H -2.37393 3.78226 2.29821
H -0.50670 4.92215 1.01421
H 1.87831 4.64476 -0.01919
H 3.20767 2.65692 0.83522
H 2.07745 0.68869 1.36537
H -0.36509 0.75148 2.04644
*
```



Run 2
Below is a cluster of 2 separate species, C17H19N in total, with properties calculated with wB97M-V/def2-TZVPD.

Summary:
Structure (SMILES): Cc1c[nH]c2ccccc12.CCc1ccccc1
Frontier orbital gap (eV): 8.733
Molar mass (g mol⁻¹): 237.35

Structure (ORCA input):
```
! RIJCOSX wB97M-V def2-TZVPD def2/J DEFGRID3
* xyz 0 1
C 1.68847 0.23163 2.38388
C 2.17670 0.03644 0.97808
C 2.76249 0.98368 0.20465
N 2.97739 0.51719 -1.08290
C 2.51981 -0.77074 -1.15281
C 2.69274 -1.73963 -2.13889
C 2.09309 -2.97576 -1.96533
C 1.33936 -3.21522 -0.79583
C 1.34873 -2.32311 0.24416
C 2.00692 -1.09197 0.11158
H 2.48870 0.62360 3.00599
H 1.28779 -0.70244 2.77371
H 0.82551 0.90519 2.42323
H 3.10998 1.98968 0.38980
H 3.23912 1.19003 -1.77874
H 3.43058 -1.64837 -2.92041
H 2.37242 -3.76111 -2.65618
H 0.91798 -4.19787 -0.65926
H 0.75066 -2.61171 1.10375
C -2.68257 0.50826 2.61395
C -2.41299 -0.18688 1.28937
C -2.16540 0.74996 0.12485
C -1.33036 0.33303 -0.89748
C -1.10817 1.12228 -2.01696
C -1.98054 2.16809 -2.29506
C -2.77234 2.63450 -1.25135
C -2.83546 1.96883 -0.04180
H -1.78228 0.96327 3.04162
H -2.99538 -0.22000 3.37155
H -3.46295 1.25174 2.46875
H -1.52110 -0.81171 1.34172
H -3.26722 -0.84308 1.08179
H -0.93052 -0.66982 -0.81908
H -0.25100 0.97554 -2.67076
H -1.84749 2.67123 -3.24393
H -3.31943 3.55714 -1.37454
H -3.36321 2.38810 0.80890
*
```



Run 3
Below is a cluster of 2 separate species, C17H19N in total, with properties calculated with wB97M-V/def2-TZVPD.

Summary:
Structure (SMILES): CCc1c[nH]c2ccccc12.Cc1ccccc1
Frontier orbital gap (eV): 8.731
Molar mass (g mol⁻¹): 237.35

Structure (ORCA input):
```
! RIJCOSX wB97M-V def2-TZVPD def2/J DEFGRID3
* xyz 0 1
C 1.27216 0.58639 -3.62148
C 0.76048 0.93347 -2.20510
C 1.25980 -0.04557 -1.18994
C 2.43136 -0.11572 -0.51276
N 2.48086 -1.29903 0.20417
C 1.35726 -2.03703 -0.05696
C 0.93733 -3.24041 0.50793
C -0.32699 -3.66013 0.13814
C -1.12234 -2.99420 -0.80264
C -0.62987 -1.84158 -1.40111
C 0.58943 -1.30884 -0.99490
H 1.36359 -0.49626 -3.67754
H 2.29334 0.96356 -3.75218
H 0.67606 1.01585 -4.41433
H 1.03445 1.95696 -1.92186
H -0.32197 1.01018 -2.21556
H 3.29286 0.52683 -0.50881
H 3.25170 -1.60616 0.77656
H 1.53679 -3.94827 1.07286
H -0.70819 -4.59028 0.52884
H -2.11344 -3.30117 -1.09653
H -1.19536 -1.45893 -2.24766
C 0.92153 2.87313 1.53183
C -0.48124 2.33515 1.60649
C -0.67708 0.96733 1.40677
C -1.95463 0.43068 1.37914
C -3.06585 1.26322 1.50304
C -2.86550 2.62527 1.65754
C -1.59088 3.14400 1.78412
H 1.09254 3.54943 2.36398
H 1.10667 3.43250 0.61712
H 1.63775 2.06125 1.61972
H 0.13250 0.26325 1.25782
H -2.07397 -0.62564 1.20718
H -4.06233 0.83756 1.51820
H -3.74055 3.26251 1.69883
H -1.48334 4.20081 1.98821
*
```



Run 4
Below is a cluster of 2 separate species, C17H19N in total, with properties calculated with wB97M-V/def2-TZVPD.

Summary:
Structure (SMILES): CCc1c[nH]c2ccccc12.Cc1ccccc1
Frontier orbital gap (eV): 8.593
Molar mass (g mol⁻¹): 237.35

Structure (ORCA input):
```
! RIJCOSX wB97M-V def2-TZVPD def2/J DEFGRID3
* xyz 0 1
C 2.78285 2.76638 -1.78260
C 2.06982 1.47649 -1.37390
C 0.82613 1.76434 -0.56742
C -0.42978 1.81561 -1.12513
N -1.35622 2.12905 -0.15080
C -0.77086 1.94357 1.08966
C -1.41423 1.83826 2.31754
C -0.53294 1.57143 3.35597
C 0.82138 1.28184 3.16975
C 1.44111 1.32216 1.92723
C 0.62846 1.71738 0.84473
H 3.66433 2.93212 -1.17019
H 2.15002 3.62488 -1.53634
H 3.07157 2.92077 -2.82018
H 1.70785 0.87549 -2.21237
H 2.74678 0.85514 -0.78454
H -0.57547 1.75812 -2.19284
H -2.31388 1.83438 -0.29719
H -2.45707 2.00654 2.52832
H -0.86387 1.48230 4.38436
H 1.39264 1.09901 4.07053
H 2.52133 1.28723 1.89096
C -2.72582 -2.59809 -2.17262
C -1.49438 -2.69166 -1.31386
C -1.10210 -1.73641 -0.39734
C 0.19565 -1.85219 0.07601
C 1.00272 -2.96666 -0.12405
C 0.51943 -4.01841 -0.90266
C -0.70821 -3.84169 -1.51317
H -3.53015 -3.30366 -1.94587
H -2.41276 -2.77006 -3.20320
H -3.23014 -1.62690 -2.21455
H -1.73797 -0.93102 -0.05369
H 0.64332 -1.02881 0.62451
H 1.99941 -2.84908 0.28087
H 1.19137 -4.86472 -0.97559
H -1.19406 -4.63068 -2.06788
*
```



Most stable pick: run 3. Distance to second place: 0.0164 hartree.



Run 1
Below is a cluster of 2 separate species, C11H17N4 in total, with properties calculated with wB97M-V/def2-TZVPD.

Summary:
Frontier orbital gap (eV): 7.524
Molar mass (g mol⁻¹): 205.28

Structure (ORCA input):
```
! RIJCOSX wB97M-V def2-TZVPD def2/J DEFGRID3
* xyz 1 1
C 3.42888 -0.40642 1.58104
C 1.04928 -0.99553 1.91925
N 2.27309 -1.28749 1.50306
N 0.68879 0.25447 2.15597
N 0.13618 -2.00649 2.16176
H 2.48338 -2.08616 0.89214
H 1.20934 1.05658 1.85166
H -0.32753 0.34557 2.31156
H 0.46849 -2.93937 2.05523
H -0.71188 -1.80291 2.63156
H 4.02207 -0.37506 0.69083
H 4.02565 -0.72962 2.40005
H 3.27666 0.72977 1.78316
C 0.40363 2.65834 -1.93712
C -2.13510 0.20594 -0.56484
C -0.96784 0.51639 -1.37403
C -0.71690 1.90944 -1.35603
C -1.78070 2.43319 -0.62097
C -2.79927 -1.01832 -0.67683
C -2.09161 -1.95085 -1.38331
C -0.20551 -0.49968 -1.91418
C -0.70306 -1.82356 -1.77330
N -2.46415 1.42281 -0.00385
H -2.99404 1.57381 0.80281
H -3.85392 -1.17865 -0.36480
H -1.96771 3.50100 -0.56221
H -2.59702 -2.89324 -1.68009
H 0.82406 -0.32723 -2.21256
H 1.10945 1.95329 -2.39770
H 0.89874 2.99977 -0.94705
H -0.24897 -2.64697 -2.26465
H 0.26752 3.40720 -2.70655
*
```



Run 2
Below is a cluster of 2 separate species, C11H17N4 in total, with properties calculated with wB97M-V/def2-TZVPD.

Summary:
Frontier orbital gap (eV): 8.367
Molar mass (g mol⁻¹): 205.28

Structure (ORCA input):
```
! RIJCOSX wB97M-V def2-TZVPD def2/J DEFGRID3
* xyz 1 1
C -3.60820 -0.72203 -1.19749
C -2.12333 -0.16540 0.73937
N -2.95026 0.17285 -0.23589
N -1.57243 -1.40642 0.77632
N -1.90623 0.60592 1.80219
H -3.04965 1.16829 -0.35680
H -1.48572 -1.83049 -0.13877
H -0.62495 -1.41020 1.14694
H -2.33016 1.51346 1.91260
H -1.64210 0.17052 2.67129
H -3.77511 -0.20440 -2.13511
H -4.61009 -0.92099 -0.79324
H -3.13812 -1.69148 -1.20380
C 1.33025 -1.54544 -2.56184
C 1.57491 0.14592 0.77506
C 1.28000 0.21174 -0.59921
C 1.52899 -1.10097 -1.15037
C 1.92554 -1.88505 -0.11415
C 1.71614 1.30345 1.55025
C 1.29387 2.47249 0.94290
C 0.69740 1.36684 -1.14918
C 0.73283 2.49730 -0.33692
N 1.89021 -1.16001 1.07401
H 2.38822 -1.44777 1.90145
H 2.29556 1.31294 2.46291
H 2.41653 -2.84484 -0.08484
H 1.32728 3.40486 1.49708
H 0.58749 1.39523 -2.22858
H 1.12430 -0.66393 -3.18143
H 0.54935 -2.25610 -2.79887
H 0.24596 3.40482 -0.68548
H 2.23903 -1.96528 -3.00532
*
```



Run 3
Below is a cluster of 2 separate species, C11H17N4 in total, with properties calculated with wB97M-V/def2-TZVPD.

Summary:
Frontier orbital gap (eV): 7.820
Molar mass (g mol⁻¹): 205.28

Structure (ORCA input):
```
! RIJCOSX wB97M-V def2-TZVPD def2/J DEFGRID3
* xyz 1 1
C -3.11498 -0.60394 0.51112
C -0.36354 1.99304 0.05173
C -1.13440 0.91781 -0.49278
C -2.00168 0.44701 0.52586
C -1.64998 1.15538 1.74991
C 0.63350 2.71778 -0.55513
C 0.93358 2.24385 -1.82830
C -0.88721 0.59033 -1.86371
C 0.08845 1.35269 -2.51927
N -0.77030 2.21020 1.35320
H -0.30383 2.79655 1.93855
H 1.00874 3.59717 -0.17396
H -2.04064 1.33255 2.72247
H 1.82136 2.48376 -2.38230
H -1.64745 0.14119 -2.43620
H -4.10034 -0.23137 0.81854
H -2.91214 -1.40620 1.11891
H 0.43463 1.11578 -3.51566
H -3.03284 -1.06558 -0.45842
C -0.18662 -2.22850 0.35815
C 2.01284 -1.37228 0.63632
N 0.86196 -1.55213 1.18185
N 2.44069 -2.22613 -0.39895
N 3.03366 -0.47656 1.01442
H 0.56096 -1.33787 2.04308
H 1.88870 -3.09997 -0.71155
H 3.23470 -2.18415 -1.09230
H 2.74785 0.39335 1.49653
H 3.89297 -0.53809 0.34791
H 0.05062 -3.29364 0.20176
H -0.39124 -1.64313 -0.63466
H -1.10803 -2.22890 0.99287
*
```



Most stable pick: run 2. Distance to second place: 0.0491 hartree.



Run 1
Below is a cluster of 2 separate species, C3H2O4 in total, with properties calculated with wB97M-V/def2-TZVPD.

Summary:
Structure (SMILES): O=C=CO.O=C=O
Frontier orbital gap (eV): 9.216
Molar mass (g mol⁻¹): 102.05

Structure (ORCA input):
```
! RIJCOSX wB97M-V def2-TZVPD def2/J DEFGRID3
* xyz 0 1
O 0.68314 1.63656 -0.05853
C -0.26413 0.96103 -0.13426
C -1.30943 0.20292 -0.28148
O -2.54202 0.46425 0.30217
H -1.22456 -0.68331 -0.90207
H -2.71552 -0.18701 0.99424
O 3.49816 -0.52886 0.41570
C 2.45896 -0.79401 0.02384
O 1.41541 -1.07157 -0.35961
*
```



Run 2
Below is a cluster of 2 separate species, C3H2O4 in total, with properties calculated with wB97M-V/def2-TZVPD.

Summary:
Structure (SMILES): O=C=CO.O=C=O
Frontier orbital gap (eV): 8.767
Molar mass (g mol⁻¹): 102.05

Structure (ORCA input):
```
! RIJCOSX wB97M-V def2-TZVPD def2/J DEFGRID3
* xyz 0 1
O 0.41834 -2.12666 0.92276
C -0.20703 -1.18069 0.59719
C -1.10246 -0.25256 0.24071
O -1.45878 -0.00964 -1.03964
H -1.20401 0.53922 0.94131
H -1.09944 -0.63990 -1.63595
O 1.18710 1.21983 -1.08846
C 1.58530 1.24777 -0.01339
O 1.88097 1.20265 1.07548
*
```



Most stable pick: run 1. Distance to second place: 0.0108 hartree.